Entry 1:
A structure of composition C18H24N2O2OsS2. Source: OMol25; level of theory: the ωB97M-V functional and the def2-TZVPD basis.

Properties
* Kohn-Sham gap (alpha / beta): 0.177 / 0.174 hartree
* net charge: +2

Last column: natural (NBO) charge in e.
Atoms and positions in Å:
Os: 0.66917 0.18827 0.45374  0.71
S: -0.48651 1.68244 1.57938  0.50
C: 0.62940 2.71263 2.35527  -0.35
C: 0.19817 3.68325 3.27911  -0.11
C: 1.14790 4.44595 3.93073  -0.19
C: 2.50313 4.24826 3.66924  -0.10
C: 2.93776 3.29450 2.73739  -0.21
C: 1.99681 2.54098 2.07828  -0.09
S: 2.44973 1.35916 0.83930  0.28
H: -0.85883 3.81307 3.47340  0.25
H: 0.84214 5.20030 4.64192  0.26
H: 3.23815 4.84589 4.19178  0.26
H: 3.99349 3.15655 2.54218  0.26
C: -1.73419 0.22334 5.43339  -0.62
C: -2.16423 -1.21718 5.18117  -0.21
N: -1.17751 -2.20140 5.61256  -0.41
C: -1.00629 -2.41100 7.06298  -0.22
C: 0.27646 -1.79724 7.60003  -0.62
C: -0.44279 -2.97686 4.80131  0.64
O: 0.31601 -3.85570 5.16842  -0.58
C: -0.52345 -2.78416 3.29876  -0.11
C: -0.74554 -3.90339 2.50012  -0.04
C: -0.71831 -3.77548 1.12049  -0.22
C: -0.41687 -2.54849 0.57106  0.04
N: -0.14446 -1.47074 1.34366  -0.52
C: -0.20515 -1.59364 2.68829  0.07
H: -2.43133 0.91052 4.95170  0.22
H: -0.72780 0.41164 5.04866  0.18
H: -1.72429 0.45532 6.49767  0.24
H: -2.39024 -1.37552 4.12709  0.20
H: -3.08793 -1.42140 5.72539  0.22
H: -1.00918 -3.48523 7.24423  0.24
H: -1.88240 -1.98399 7.54985  0.21
H: 1.14591 -2.27933 7.15620  0.23
H: 0.32607 -1.94032 8.67899  0.24
H: 0.32209 -0.72529 7.40286  0.20
H: -0.92952 -4.86074 2.97118  0.27
H: -0.90695 -4.61822 0.47104  0.27
H: -0.40401 -2.39546 -0.49943  0.23
H: 0.03292 -0.71125 3.26558  0.23
C: 0.86948 0.48522 -3.01300  -0.66
C: 1.93384 -0.41418 -2.45585  -0.06
O: 1.50691 -0.97980 -1.14098  -0.78
H: 1.29111 1.02766 -3.85916  0.27
H: 0.53739 1.23569 -2.29175  0.21
H: 0.00270 -0.07570 -3.35951  0.24
H: 2.88191 0.09815 -2.29629  0.20
H: 2.09462 -1.27833 -3.09760  0.22
H: 2.13111 -1.68710 -0.92204  0.53

Entry 2:
An isolated molecule of C18H24N2O3S. Source: OMol25; level of theory: the ωB97M-V functional and the def2-TZVPD basis.

Properties
* energy relative to the best compared isomer or geometry (same formula, charge and spin): 143.53 kJ/mol
* Kohn-Sham gap: 0.310 hartree
* net charge: 0
* SMILES: CCCNC(=S)N1CCC(C(=O)c2ccc3c(c2)OCCO3)CC1

Last column: natural (NBO) charge in e.
Atoms and positions in Å:
C: 7.17554 -2.09274 -1.34077  -0.60
C: 6.33886 -0.98713 -0.71305  -0.41
C: 4.93194 -0.94953 -1.31401  -0.22
N: 4.11139 0.09268 -0.74115  -0.60
C: 3.41664 -0.07162 0.40874  0.31
N: 2.87921 1.03085 0.99878  -0.43
C: 2.72254 2.30014 0.31472  -0.22
C: 1.49297 2.24722 -0.60418  -0.42
H: 1.05057 3.23951 -0.70317  0.24
H: 1.77195 1.90229 -1.60104  0.21
C: 0.45520 1.28554 -0.00865  -0.32
C: -0.94954 1.60951 -0.49326  0.60
O: -1.20813 2.67633 -1.00873  -0.55
C: -1.99500 0.58553 -0.26758  -0.19
C: -3.31447 0.96999 -0.50567  -0.20
C: -4.36437 0.08755 -0.32733  0.27
C: -4.09609 -1.22948 0.06981  0.24
C: -2.78252 -1.60977 0.32747  -0.25
C: -1.74372 -0.71863 0.16776  -0.18
H: -0.74214 -1.06293 0.36612  0.22
H: -2.60158 -2.62445 0.64416  0.23
O: -5.08126 -2.16271 0.20627  -0.48
C: -6.31182 -1.77667 -0.36846  -0.10
C: -6.62801 -0.32554 -0.01100  -0.10
H: -7.57886 -0.00908 -0.44161  0.20
O: -5.64238 0.53228 -0.54106  -0.49
H: -6.66550 -0.22285 1.08246  0.18
H: -7.06578 -2.45852 0.02710  0.20
H: -6.25905 -1.87728 -1.46091  0.18
H: -3.52280 1.97790 -0.82850  0.25
C: 0.50098 1.38965 1.52332  -0.42
C: 1.86261 0.87597 2.02308  -0.23
H: 1.80586 -0.18502 2.27273  0.26
H: 2.17623 1.42619 2.91623  0.20
H: 0.34899 2.43347 1.80473  0.21
H: -0.29956 0.80410 1.97439  0.23
H: 0.70517 0.26115 -0.29680  0.23
H: 3.62227 2.57828 -0.23682  0.20
H: 2.58374 3.05326 1.09457  0.21
S: 3.24147 -1.58649 1.06895  -0.30
H: 4.36144 1.02959 -1.01667  0.39
H: 4.43143 -1.90238 -1.12963  0.24
H: 4.98410 -0.77797 -2.39279  0.19
H: 6.82651 -0.02008 -0.86559  0.19
H: 6.25134 -1.15650 0.36174  0.22
H: 6.70890 -3.05991 -1.17173  0.21
H: 8.17112 -2.10975 -0.90471  0.21
H: 7.27134 -1.93898 -2.41378  0.20

Entry 3:
An isolated molecule of C18H24N2O4S. Source: OMol25; level of theory: the ωB97M-V functional and the def2-TZVPD basis.

Properties
* energy relative to the best compared isomer or geometry (same formula, charge and spin): 129.87 kJ/mol
* Kohn-Sham gap: 0.327 hartree
* net charge: 0
* SMILES: CCCNC(=O)[C@H]1N2C(=O)c3c(ccc(OC)c3OC)[C@@H]2SC1(C)C

Last column: natural (NBO) charge in e.
Atoms and positions in Å:
C: -6.24078 -1.82258 1.55277  -0.60
H: -6.88370 -0.94852 1.61993  0.21
H: -6.75831 -2.58819 0.98039  0.21
C: -4.92062 -1.46020 0.88623  -0.40
C: -4.17922 -0.38146 1.67698  -0.22
N: -2.91993 -0.03792 1.05704  -0.61
C: -2.69822 1.15424 0.47576  0.69
O: -3.51239 2.05340 0.46613  -0.63
C: -1.33721 1.33742 -0.20841  -0.16
N: -0.22792 0.62003 0.37270  -0.45
C: 0.97084 1.29813 0.59486  0.68
O: 1.03260 2.46651 0.88379  -0.57
C: 2.04460 0.30995 0.37701  -0.22
C: 3.42347 0.47087 0.52455  0.39
C: 4.22869 -0.63975 0.16297  0.21
C: 3.63675 -1.80254 -0.31422  -0.26
C: 2.26050 -1.94093 -0.45046  -0.21
C: 1.47573 -0.87037 -0.10229  -0.01
C: -0.00818 -0.71251 -0.11197  -0.14
H: -0.47981 -1.48666 0.50723  0.20
S: -0.84187 -0.81433 -1.76254  0.16
C: -1.37812 0.96008 -1.71481  -0.09
C: -0.36100 1.78809 -2.49104  -0.62
H: -0.26979 1.41155 -3.50785  0.22
H: -0.68045 2.82783 -2.52893  0.21
H: 0.61973 1.74436 -2.01947  0.22
C: -2.76196 1.07403 -2.33200  -0.64
H: -3.15984 2.07187 -2.16084  0.24
H: -3.44572 0.35186 -1.89184  0.22
H: -2.70796 0.88920 -3.40250  0.22
H: 1.83466 -2.85465 -0.83211  0.22
H: 4.25911 -2.63674 -0.59367  0.22
O: 5.58515 -0.50610 0.30753  -0.51
C: 6.42081 -1.58223 -0.04067  -0.25
H: 7.43333 -1.23611 0.16221  0.20
H: 6.33255 -1.83645 -1.10159  0.18
H: 6.21394 -2.46824 0.56788  0.18
O: 3.82225 1.66025 1.00026  -0.48
C: 5.18077 1.99749 1.17222  -0.24
H: 5.66854 1.35170 1.90500  0.18
H: 5.16628 3.02265 1.54100  0.20
H: 5.73026 1.95621 0.22969  0.18
H: -1.10749 2.40694 -0.11523  0.27
H: -2.22562 -0.76285 1.00401  0.39
H: -3.99513 -0.72645 2.69997  0.19
H: -4.77070 0.53574 1.71229  0.23
H: -5.10776 -1.09320 -0.12471  0.20
H: -4.29080 -2.35042 0.80844  0.19
H: -6.07010 -2.20103 2.55830  0.20